Molecular formula: CH7N2
Method: DFT, ωB97M-V/def2-TZVPD

Calculated values
frontier orbital gap: 9.0711 eV
relative energy (zero: lowest compared OMol25 entry of this formula, charge and spin): 25.2 kcal/mol
multiplicity: 1
net charge: +1
largest force on an atom: 4.5 eV/Å
energy: -151.510869 hartree

Geometry (Å):
N (-1.25802, 1.64808, 0.29561)
H (-1.55530, 1.71041, -0.63878)
H (-1.91291, 0.96839, 0.70008)
H (0.07653, 0.24117, -0.47099)
H (-1.25764, 2.65506, 0.69217)
C (0.98040, -1.47381, 0.31755)
N (0.66460, -0.56209, -0.53789)
H (1.53288, -2.29215, -0.22410)
H (0.70953, -1.30864, 1.30727)
H (0.67854, -0.73334, -1.57499)

Molecular formula: C22H48BClFN3O10PS2
Method: DFT, ωB97M-V/def2-TZVPD

Calculated values
frontier orbital gap: 2.7148 eV
multiplicity: 1
net charge: -1
largest force on an atom: 3.9 eV/Å
energy: -3506.375138 hartree

Geometry (Å):
C (7.65114, -0.44529, 2.49251)
C (6.99933, -0.36621, 1.08571)
C (6.59757, -1.74140, 0.53550)
C (6.23033, -1.71103, -0.97065)
C (5.01682, -0.78495, -1.18056)
C (4.63575, -0.63005, -2.68015)
C (3.16938, -0.13133, -2.75741)
C (3.11522, 1.38852, -2.44101)
C (1.61126, 1.82232, -2.44805)
C (0.93384, 1.37384, -1.12726)
C (-0.09880, 0.24034, -1.37266)
C (-1.25303, 0.25907, -0.34855)
F (-0.61725, 0.16676, 0.88406)
C (-2.13532, -0.99456, -0.62452)
C (-1.55056, -2.30524, -0.07154)
C (-1.65457, -2.52249, 1.44605)
C (-1.05784, -3.92389, 1.75426)
C (-1.88632, -5.08251, 1.14350)
S (-1.08301, -5.97203, -0.21498)
O (-1.28741, -5.31068, -1.47352)
O (-1.64337, -7.29249, -0.19457)
Cl (0.91745, -6.15222, 0.16960)
N (-3.57771, -0.73038, -0.24324)
C (-4.45110, -1.93402, -0.20921)
C (-3.64071, 0.10703, 0.96572)
O (-4.93923, 0.18136, 1.48150)
C (-3.15543, 1.51318, 0.56684)
B (-4.37192, 2.46093, 0.06311)
O (-5.35614, 1.88477, -0.79616)
N (-4.50222, 3.80379, 0.50465)
C (-3.16589, 4.41470, 0.62395)
C (-5.22464, 3.93874, 1.79140)
N (-1.99235, 1.50147, -0.34709)
P (-2.36552, 2.14914, -1.88522)
O (-2.69446, 0.88469, -2.95589)
O (-1.12194, 3.07365, -2.40996)
H (8.47055, 0.27600, 2.53943)
H (7.98838, -1.45663, 2.72624)
H (6.93110, -0.12021, 3.24822)
H (7.67615, 0.14720, 0.39283)
H (6.08929, 0.23380, 1.15362)
H (7.39113, -2.48990, 0.64739)
H (5.69542, -2.06051, 1.07189)
H (7.06131, -1.31663, -1.56368)
H (5.90688, -2.70765, -1.28770)
H (5.20973, 0.22666, -0.81796)
H (4.13079, -1.16719, -0.65925)
H (5.26136, 0.13426, -3.14781)
H (4.68715, -1.59989, -3.18747)
H (2.72256, -0.28177, -3.74743)
H (2.53782, -0.62981, -2.01479)
H (3.70535, 1.94541, -3.17347)
H (3.47559, 1.54699, -1.42128)
H (1.16963, 1.31627, -3.31284)
H (1.61030, 2.90571, -2.57313)
H (1.70836, 1.01525, -0.44566)
H (0.45333, 2.21183, -0.61797)
H (-0.44913, 0.16326, -2.40639)
H (0.42710, -0.69883, -1.16467)
H (-2.15548, -1.09777, -1.71275)
H (-0.49034, -2.37232, -0.32698)
H (-2.02047, -3.12248, -0.62632)
H (-1.07175, -1.81825, 2.04060)
H (-2.67543, -2.54038, 1.84106)
H (-0.04612, -3.93633, 1.33572)
H (-0.96730, -4.09356, 2.82793)
H (-2.88023, -4.77498, 0.81190)
H (-2.03473, -5.84255, 1.91318)
H (-3.95712, -0.13940, -0.99827)
H (-4.14465, -2.67391, -0.94868)
H (-4.54770, -2.36760, 0.78161)
H (-5.45274, -1.61750, -0.50841)
H (-2.97350, -0.23188, 1.76424)
H (-4.88610, 0.62751, 2.34118)
H (-2.78825, 1.95248, 1.51957)
H (-5.34379, 2.35397, -1.63852)
H (-2.88243, 4.47230, 1.68686)
H (-3.24102, 5.45982, 0.28862)
H (-2.39308, 3.95503, 0.00753)
H (-6.27892, 3.67816, 1.64948)
H (-4.71888, 3.33958, 2.56142)
H (-5.19391, 4.99504, 2.06934)
H (-3.36130, 1.25952, -3.54837)
H (-1.51622, 3.83772, -2.85382)
O (-1.68618, 2.88802, 3.30810)
S (-0.76647, 3.99983, 3.75740)
O (-1.07555, 5.20068, 2.92859)
O (0.64413, 3.58828, 3.54330)
O (-1.00605, 4.29372, 5.19017)

Molecular formula: C3H7N4O3
Method: DFT, ωB97M-V/def2-TZVPD

Calculated values
frontier orbital gap (spin up / spin down): 7.9642 / 7.9720 eV
relative energy (zero: lowest compared OMol25 entry of this formula, charge and spin): 86.0 kcal/mol
multiplicity: 1
net charge: +1
largest force on an atom: 3.5 eV/Å
energy: -562.854837 hartree

Geometry (Å):
C (1.23623, -0.65138, 0.46590)
C (-2.31428, 0.53891, -0.04539)
C (-1.24781, -0.55822, -0.08754)
N (0.60622, 2.07185, -0.69039)
N (1.10570, 3.04899, -0.82434)
N (1.29506, -1.41708, -0.54314)
N (-0.12163, -0.14058, 0.70976)
O (2.55433, -1.81978, -0.80915)
O (2.24736, -0.36534, 1.22649)
O (-0.22213, 0.71322, 1.55679)
H (-2.96844, 0.50429, -0.94201)
H (-2.94802, 0.57103, 0.88043)
H (-1.85827, 1.51737, 0.18644)
H (-0.77789, -0.76042, -1.17863)
H (-1.45658, -1.50720, 0.31571)
H (2.44948, -2.29229, -1.66853)
H (2.42067, 0.54663, 1.44762)

Molecular formula: C36H90N6O12
Method: DFT, ωB97M-V/def2-TZVPD

Calculated values
frontier orbital gap (spin up / spin down): 6.3196 / 1.6060 eV
relative energy (zero: lowest compared OMol25 entry of this formula, charge and spin): 50.7 kcal/mol
multiplicity: 2
net charge: +1
largest force on an atom: 5.2 eV/Å
energy: -2656.166276 hartree

Geometry (Å):
C (-23.11219, 27.75964, 2.84741)
O (-22.32756, 28.97127, 2.83850)
C (-23.23115, 29.88272, 2.22706)
C (-22.45966, 31.22718, 1.93703)
N (-22.41593, 31.99028, 3.22887)
C (-21.32373, 32.99849, 3.28891)
C (-21.87457, 34.17686, 2.47401)
O (-21.12732, 35.27352, 2.80792)
C (-21.54508, 36.54254, 2.22908)
H (-23.89268, 27.92683, 3.58968)
H (-22.44331, 26.92964, 3.07500)
H (-23.57629, 27.46298, 1.90682)
H (-24.06757, 30.16806, 2.86509)
H (-23.72632, 29.55270, 1.31383)
H (-23.09101, 31.77622, 1.23842)
H (-21.43129, 31.13608, 1.58737)
H (-22.14925, 31.25959, 3.87314)
H (-20.27713, 32.75158, 3.11070)
H (-21.26078, 33.23779, 4.35045)
H (-22.95692, 34.30387, 2.45193)
H (-21.50552, 34.00189, 1.46342)
H (-22.42384, 36.98718, 2.69618)
H (-21.72418, 36.52732, 1.15401)
H (-20.65509, 37.16699, 2.30709)
C (-12.03316, 30.38537, -3.87275)
O (-13.09151, 29.63324, -3.27214)
C (-13.04515, 29.77262, -1.84849)
C (-14.09144, 28.80552, -1.27837)
N (-15.42439, 29.31049, -1.46753)
C (-15.71849, 30.65070, -0.72003)
C (-17.14440, 31.11119, -0.72363)
O (-17.10389, 32.43851, -0.12887)
C (-18.35170, 32.93283, 0.39442)
H (-11.02017, 30.05972, -3.63630)
H (-12.11725, 31.45736, -3.69425)
H (-12.27829, 30.14599, -4.90749)
H (-13.06931, 30.81018, -1.51537)
H (-12.11080, 29.33708, -1.49437)
H (-14.05405, 28.35829, -0.28504)
H (-14.20162, 27.88696, -1.85474)
H (-15.72365, 29.25555, -2.43061)
H (-15.21193, 31.41371, -1.31106)
H (-15.41723, 30.64903, 0.32751)
H (-17.76057, 30.50626, -0.05843)
H (-17.62308, 31.22677, -1.69605)
H (-18.84842, 32.17409, 0.99913)
H (-19.07540, 33.02035, -0.41595)
H (-18.27116, 33.86150, 0.95939)
C (-24.52417, 27.61179, -1.12611)
O (-25.51612, 27.19479, -0.21750)
C (-26.78950, 26.61187, -0.57301)
C (-26.72546, 25.44267, -1.68843)
N (-25.87108, 24.31963, -1.12007)
C (-25.31807, 23.34681, -2.16776)
C (-24.54827, 22.28102, -1.44875)
O (-23.90424, 21.43453, -2.45291)
C (-22.43286, 21.35083, -2.44613)
H (-23.88527, 26.95933, -1.72126)
H (-23.92555, 28.30435, -0.53440)
H (-25.06855, 28.23586, -1.83484)
H (-27.58565, 27.28352, -0.89414)
H (-27.32382, 26.24041, 0.30141)
H (-26.00384, 25.79541, -2.42529)
H (-27.70096, 25.16636, -2.08861)
H (-25.13422, 24.79206, -0.61614)
H (-24.81666, 23.96710, -2.91068)
H (-26.23767, 22.93257, -2.58110)
H (-25.10251, 21.59241, -0.81098)
H (-23.80486, 22.85360, -0.89416)
H (-21.99491, 22.34506, -2.53444)
H (-22.15381, 20.70959, -3.28222)
H (-21.93636, 21.01080, -1.53730)
C (-28.70219, 27.82208, 11.53936)
O (-27.85554, 27.92193, 10.44312)
C (-28.26501, 27.13616, 9.39801)
C (-27.51444, 25.89313, 8.89200)
N (-26.09762, 26.10545, 8.54013)
C (-25.79416, 26.71527, 7.23011)
C (-24.23946, 26.67985, 6.89029)
O (-23.52676, 27.47980, 7.87501)
C (-23.88552, 28.90351, 8.05684)
H (-29.49518, 27.09259, 11.70399)
H (-29.29724, 28.73173, 11.45839)
H (-28.03427, 27.90713, 12.39654)
H (-28.30518, 27.72024, 8.47858)
H (-29.34246, 26.97440, 9.43037)
H (-28.04595, 25.25426, 8.18670)
H (-27.45572, 25.46911, 9.89443)
H (-25.62048, 26.67234, 9.22648)
H (-26.27560, 27.68829, 7.13240)
H (-26.25562, 26.13626, 6.43018)
H (-24.08907, 26.88004, 5.82944)
H (-23.86600, 25.65592, 6.90403)
H (-23.91531, 29.36931, 7.07183)
H (-23.27814, 29.49332, 8.74337)
H (-24.91077, 28.96058, 8.42248)
C (-27.60109, 17.50969, 4.23447)
O (-27.11904, 18.51396, 5.16505)
C (-25.75585, 18.88847, 5.06479)
C (-25.38372, 20.25362, 5.78833)
N (-23.94376, 20.36692, 5.70142)
C (-23.37102, 20.80815, 4.42737)
C (-23.36139, 22.25947, 4.16768)
O (-23.53133, 22.67607, 2.84665)
C (-23.62516, 24.09670, 2.65731)
H (-27.76330, 17.81610, 3.20108)
H (-28.60087, 17.24487, 4.57857)
H (-26.95376, 16.63342, 4.19963)
H (-25.53477, 19.04119, 4.00842)
H (-25.20867, 18.02092, 5.43363)
H (-25.68572, 20.20428, 6.83450)
H (-25.93553, 21.11309, 5.40765)
H (-23.52776, 19.63755, 6.26273)
H (-23.85789, 20.27264, 3.61233)
H (-22.35748, 20.40716, 4.43341)
H (-22.40220, 22.62468, 4.53465)
H (-24.14904, 22.64223, 4.81668)
H (-23.40269, 24.71911, 3.52404)
H (-24.70445, 24.22076, 2.56873)
H (-23.35741, 24.49956, 1.68053)
C (-21.05243, 37.86538, 6.37961)
O (-19.96609, 38.75091, 6.07779)
C (-20.37932, 39.93039, 5.47095)
C (-20.97099, 40.80027, 6.62704)
N (-21.56346, 42.06354, 6.16876)
C (-20.74157, 43.11807, 5.65393)
C (-19.82337, 43.61661, 6.75996)
O (-18.59084, 42.81555, 6.60783)
C (-17.61884, 43.07273, 7.60264)
H (-21.60902, 37.65193, 5.46705)
H (-21.75737, 38.08643, 7.18104)
H (-20.57841, 36.94991, 6.73361)
H (-21.10946, 39.91593, 4.66176)
H (-19.44955, 40.36101, 5.09922)
H (-20.36370, 40.96768, 7.51657)
H (-21.74131, 40.20026, 7.11148)
H (-22.45616, 41.99539, 5.70129)
H (-21.45521, 43.92636, 5.49428)
H (-20.14450, 42.78767, 4.80397)
H (-20.32877, 43.61929, 7.72570)
H (-19.57197, 44.62809, 6.44086)
H (-17.51830, 44.15774, 7.63007)
H (-16.70261, 42.49672, 7.47286)
H (-17.95033, 42.65950, 8.55524)

Molecular formula: C15H31F7IO3P
Method: DFT, ωB97M-V/def2-TZVPD

Calculated values
frontier orbital gap: 9.1608 eV
multiplicity: 1
net charge: 0
SMILES string: FC(F)(F)C(F)(F)C(F)(F)PI.CCOCC.CCOCC.CCOCC
largest force on an atom: 0.7 eV/Å
energy: -2153.913253 hartree

Geometry (Å):
F (0.73075, 10.64532, 0.70249)
C (0.88484, 9.31172, 0.76326)
F (1.45950, 9.00566, 1.93139)
F (-0.31772, 8.73185, 0.71031)
C (1.75609, 8.87709, -0.44809)
F (2.79432, 9.72621, -0.56749)
F (0.95712, 9.01487, -1.53286)
C (2.27748, 7.42525, -0.42872)
F (1.20191, 6.63762, -0.21296)
F (2.74251, 7.16226, -1.67563)
P (3.74112, 7.05959, 0.73783)
I (2.91085, 5.07032, 1.86897)
H (3.53963, 8.03519, 1.73414)
C (-0.07737, -0.33284, 0.26821)
C (0.06038, 1.17884, 0.23464)
O (1.40018, 1.63629, 0.21057)
C (2.17957, 1.21998, -0.89435)
C (1.63432, 1.66703, -2.23985)
H (0.46474, -0.74693, 1.12033)
H (-1.12684, -0.61558, 0.35070)
H (0.31594, -0.80066, -0.63489)
H (-0.37153, 1.60545, 1.14019)
H (-0.50189, 1.59625, -0.60827)
H (2.32116, 0.13320, -0.87707)
H (3.16113, 1.66678, -0.73424)
H (0.66470, 1.21748, -2.45893)
H (2.32100, 1.37686, -3.03569)
H (1.51378, 2.75106, -2.26147)
C (-3.26344, -4.99864, -1.79246)
C (-3.12045, -3.48639, -1.81979)
O (-1.77798, -3.03903, -1.84523)
C (-1.00361, -3.45320, -2.95508)
C (-1.54560, -2.99076, -4.29665)
H (-2.72150, -5.41735, -0.94316)
H (-4.31501, -5.27297, -1.70444)
H (-2.87535, -5.46429, -2.69913)
H (-3.54969, -3.06944, -0.90844)
H (-3.68243, -3.05891, -2.65764)
H (-0.87050, -4.54091, -2.94642)
H (-0.01797, -3.01624, -2.79227)
H (-2.51903, -3.42974, -4.51917)
H (-0.86216, -3.28070, -5.09511)
H (-1.65674, -1.90566, -4.30993)
C (-1.39708, -3.79053, 1.76434)
C (-1.33491, -4.94230, 2.75257)
O (-0.03168, -5.45370, 2.95799)
C (0.92088, -4.53643, 3.46123)
C (0.56151, -3.94761, 4.81474)
H (-0.96487, -4.08131, 0.80595)
H (-2.43279, -3.48965, 1.60056)
H (-0.85127, -2.91585, 2.12068)
H (-1.91544, -5.78266, 2.37111)
H (-1.78983, -4.65537, 3.70781)
H (1.10897, -3.73949, 2.73236)
H (1.84603, -5.10630, 3.54735)
H (-0.34256, -3.33884, 4.77020)
H (1.37146, -3.31059, 5.17123)
H (0.39531, -4.74129, 5.54426)

Molecular formula: C2H10N2O
Method: DFT, ωB97M-V/def2-TZVPD

Calculated values
frontier orbital gap: 10.1128 eV
relative energy (zero: lowest compared OMol25 entry of this formula, charge and spin): 16.7 kcal/mol
multiplicity: 1
net charge: 0
SMILES string: NCCN.O
largest force on an atom: 2.2 eV/Å
energy: -266.917662 hartree

Geometry (Å):
C (0.03988, -0.81526, 0.15856)
C (0.06121, -1.03118, 1.62986)
N (-0.12961, 0.24076, 2.35278)
N (-1.10242, -0.00936, -0.28994)
H (0.02189, -1.76159, -0.41240)
H (0.92967, -0.29502, -0.20617)
H (0.99372, -1.45542, 1.99063)
H (-0.60311, -1.80717, 2.01346)
H (-1.00887, 0.30007, 2.86337)
H (0.47426, 0.50580, 3.12583)
H (-0.78609, 0.48229, -1.12235)
H (-1.09013, 0.80772, 0.32869)
H (0.09294, 0.84763, -3.41303)
H (0.87947, 2.07427, -2.98924)
O (0.98064, 1.21018, -3.41296)